Computed, not measured: a cluster of 2 separate species, C10H23INOS in total, with the ωB97M-V functional and the def2-TZVPD basis.

```
! wB97M-V def2-TZVPD RIJCOSX def2/J DEFGRID3
* xyz 1 1
C -2.19 1.67 0.88
C -0.67 1.59 0.63
I 0.27 0.56 2.27
C -0.44 0.91 -0.71
N 0.95 0.96 -1.33
C 1.82 -0.24 -1.00
C 3.29 0.13 -0.92
C 3.50 1.17 0.19
C 2.61 2.41 -0.01
C 1.65 2.29 -1.19
H -2.44 2.66 1.28
H -2.54 0.91 1.57
H -2.75 1.52 -0.04
H -0.25 2.59 0.66
H -0.72 -0.15 -0.63
H -1.10 1.37 -1.44
H 0.75 0.89 -2.32
H 1.47 -0.65 -0.06
H 1.63 -0.98 -1.79
H 3.65 0.50 -1.88
H 3.84 -0.78 -0.70
H 4.55 1.47 0.23
H 3.27 0.70 1.15
H 2.06 2.65 0.91
H 3.22 3.29 -0.23
H 2.20 2.43 -2.13
H 0.88 3.06 -1.17
C -3.40 -3.06 2.00
S -2.22 -2.48 0.78
O -2.86 -1.36 0.03
C -2.29 -3.93 -0.28
H -3.54 -2.26 2.72
H -4.34 -3.29 1.51
H -2.99 -3.94 2.50
H -3.32 -4.08 -0.59
H -1.91 -4.79 0.26
H -1.67 -3.73 -1.15
*
```

Summary:
- Electronic energy: -33209.846 eV
- Frontier orbital gap: 8.96 eV
- HOMO energy: -11.72 eV